1.
115
Properties=species:S:1:pos:R:3 method="wB97M-V/def2-TZVPD" total_charge=-1 homo_energy_ha=-0.17036 energy_ha=-8070.6011 gap_ev=6.94 e_above_lowest_kcal_mol=0.5
Sc -0.3394 0.1002 0.1779
N -4.2766 -2.2388 0.5494
C -2.9758 -1.7856 0.5930
S -2.2330 -1.4081 -0.9267
N -2.4639 -1.7146 1.7852
N -1.1559 -1.2677 1.8226
C -0.6466 -1.3169 2.9982
C 0.7337 -1.0289 3.3439
C 1.1357 -1.2667 4.6613
C 2.4504 -1.1232 5.0585
C 3.3934 -0.7277 4.1106
C 3.0210 -0.4749 2.8057
C 1.6865 -0.6158 2.3868
O 1.3558 -0.4102 1.1355
H -4.7708 -2.0242 -0.2986
H -4.7913 -2.1513 1.4104
H -1.2938 -1.6667 3.8034
H 0.3861 -1.5888 5.3772
H 2.7431 -1.3239 6.0810
H 4.4336 -0.6150 4.3952
H 3.7533 -0.1724 2.0687
C 3.6834 -1.7842 -2.3452
N 2.6192 -1.2429 -1.4979
P 1.3823 -2.2471 -0.8157
C 1.2618 -3.5844 -2.0815
C 0.3828 -3.3132 -3.1339
C 0.2055 -4.2268 -4.1626
C 0.8953 -5.4315 -4.1447
C 1.7612 -5.7158 -3.0971
C 1.9441 -4.7983 -2.0705
C 2.2398 -3.1551 0.5224
C 3.5941 -3.0556 0.8133
C 4.1417 -3.7739 1.8683
C 3.3348 -4.5806 2.6570
C 1.9743 -4.6655 2.3896
C 1.4323 -3.9579 1.3280
P 2.1846 0.4188 -1.4165
C 3.5976 1.2485 -0.5643
C 4.9336 1.1920 -0.9608
C 5.9125 1.8646 -0.2448
C 5.5670 2.6262 0.8656
C 4.2392 2.7148 1.2555
C 3.2631 2.0252 0.5463
C 2.4790 1.0556 -3.1156
C 2.7898 2.4056 -3.2755
C 2.8657 2.9743 -4.5404
C 2.6427 2.1970 -5.6666
C 2.3223 0.8528 -5.5194
C 2.2236 0.2929 -4.2553
H 3.2848 -2.3620 -3.1816
H 4.3453 -2.4442 -1.7812
H 4.2807 -0.9734 -2.7550
H -0.1662 -2.3756 -3.1279
H -0.4813 -4.0064 -4.9705
H 0.7517 -6.1524 -4.9405
H 2.2970 -6.6573 -3.0785
H 2.6229 -5.0336 -1.2602
H 4.2191 -2.3814 0.2432
H 5.1985 -3.6841 2.0899
H 3.7589 -5.1229 3.4931
H 1.3332 -5.2695 3.0199
H 0.3659 -4.0065 1.1278
H 5.2170 0.6347 -1.8452
H 6.9471 1.8068 -0.5618
H 6.3328 3.1557 1.4196
H 3.9620 3.3067 2.1194
H 2.2243 2.0771 0.8557
H 2.9688 3.0216 -2.4018
H 3.0979 4.0269 -4.6452
H 2.7055 2.6374 -6.6541
H 2.1291 0.2421 -6.3933
H 1.9127 -0.7376 -4.1468
Br -3.7560 4.8028 -6.3157
C -2.8365 3.6634 -5.0982
C -1.9827 2.6947 -5.5968
C -1.3163 1.8681 -4.7036
C -1.4915 2.0275 -3.3373
C -2.3534 3.0053 -2.8587
C -3.0404 3.8282 -3.7380
C -0.7492 1.1505 -2.3720
O -0.2947 0.0623 -2.7473
O -0.6208 1.6051 -1.1823
H -1.8436 2.5872 -6.6638
H -0.6455 1.0963 -5.0594
H -2.4764 3.1031 -1.7895
H -3.7210 4.5867 -3.3755
Cl -1.2605 7.0108 3.6119
C -0.5409 5.8049 4.6469
C -0.7624 5.9670 6.0063
C -0.2251 5.0872 6.9252
C 0.5547 4.0375 6.4669
C 0.7762 3.8832 5.1157
Cl 1.7778 2.5624 4.5999
C 0.2284 4.7460 4.1369
N 0.5377 4.5056 2.8148
C -0.1316 5.0499 1.6704
C 0.4843 6.0618 0.9503
C -0.1290 6.6036 -0.1694
C -1.3670 6.1188 -0.5689
C -1.9653 5.0913 0.1461
C -1.3525 4.5334 1.2621
C -1.9837 3.3719 1.9735
C -1.3907 2.0620 1.4822
O -2.1378 1.1950 0.9730
O -0.1407 1.8847 1.5572
H -1.3683 6.8026 6.3287
H -0.4076 5.2187 7.9827
H 1.0009 3.3306 7.1528
H 0.8019 3.5398 2.6533
H 1.4411 6.4304 1.2973
H 0.3541 7.4001 -0.7209
H -1.8594 6.5288 -1.4420
H -2.9253 4.7004 -0.1706
H -3.0515 3.3410 1.7716
H -1.8322 3.4324 3.0545

=====

2.
22
Properties=species:S:1:pos:R:3 method="wB97M-V/def2-TZVPD" total_charge=+1 spin_multiplicity=3 s_squared=2.0248 homo_energy_ha="-0.45101 / -0.51637" energy_ha=-512.6752 gap_ev="8.42 / 5.67" e_above_lowest_kcal_mol=48.9
C 4.6301 -0.5230 -0.4234
C -0.9630 -0.1800 0.1919
C -0.3115 1.1360 0.2181
C -0.1639 -1.3271 -0.0037
C 1.7023 0.0261 0.0616
C 4.2000 0.7619 -0.3075
C -2.4320 -0.1748 0.1208
C -0.9352 2.4144 0.3420
C -0.7400 -2.6480 -0.1707
N 0.9638 1.1592 0.1881
N 1.1358 -1.1747 -0.1207
N 3.0683 0.1098 -0.0794
H 4.5123 1.7845 -0.5145
H -2.8380 -0.1156 -0.8922
H -2.9305 -1.2085 0.4316
H -2.9623 0.7138 0.4955
H -0.1750 3.2578 0.0213
H -1.7400 2.3023 -0.2897
H -1.3570 2.6655 1.3147
H -1.5392 -2.6439 0.5030
H -1.1060 -2.8549 -1.1756
H -0.0191 -3.4806 0.0888

=====

3.
16
Properties=species:S:1:pos:R:3 method="wB97M-V/def2-TZVPD" smiles="N[C@@H](CC(=O)O)C(=O)O" homo_energy_ha=-0.36835 energy_ha=-512.3609 gap_ev=10.62 e_above_lowest_kcal_mol=13.5
N 1.6122 1.4759 -0.0305
C 0.6220 0.5502 0.3599
C -0.6851 0.7348 -0.4035
C -1.7255 -0.0307 0.3302
O -1.8857 -0.2136 1.5212
O -2.6190 -0.5634 -0.5226
C 1.1698 -0.8778 0.2100
O 2.2427 -1.2930 0.6278
O 0.3306 -1.7581 -0.4746
H 2.5091 1.2194 0.4078
H 1.8146 1.4109 -1.0397
H 0.4624 0.6045 1.4537
H -0.4926 0.4339 -1.4576
H -1.0740 1.7618 -0.4790
H -3.3186 -1.0003 0.0623
H 1.0371 -2.4544 -0.5655

=====

4.
86
Properties=species:S:1:pos:R:3 method="wB97M-V/def2-TZVPD" total_charge=+1 homo_energy_ha=-0.35310 energy_ha=-2699.3883 gap_ev=1.74
C 1.9858 2.9255 3.5068
C 1.1363 2.3082 2.3217
C 1.6151 2.8289 0.8995
C 1.2211 1.7316 -0.1683
C 0.3809 2.2522 -1.3976
C -0.7701 3.2674 -1.0381
C -1.6781 2.8490 0.1795
C -3.1190 2.3253 -0.2477
C -4.0375 2.3290 1.0602
C -4.5871 0.8771 1.3839
C -3.9577 0.3062 2.7143
C -3.6444 -1.2346 2.6744
C -2.0932 -1.5098 2.6858
C -1.3999 -0.7437 1.4989
C -1.8941 -1.1816 0.0642
C -1.9488 -2.7324 -0.1515
C -0.5978 -3.3561 -0.6564
C 0.6941 -2.6788 -0.0830
C 1.8805 -3.0382 -1.0750
O 3.1219 -2.7049 -0.4342
P 3.5810 -1.1559 -0.9656
N 4.2024 0.4884 -1.3678
P 4.1493 -0.8089 1.2439
O 2.8612 -0.0022 1.9878
O 4.1654 -2.3245 1.9698
S 5.6571 -1.7767 -1.3837
O 5.8538 -3.2297 -1.2418
O 6.1102 -1.2362 -2.6909
F 6.5630 -0.9973 -0.2205
O 2.9941 -1.4264 -2.5523
C 1.7710 -2.1949 -2.4533
O 1.8695 -3.1707 -3.4686
N 0.7189 -1.1721 -2.5471
C -0.2382 -1.4089 -3.6460
C -1.0986 -0.0948 -3.8701
H 1.4584 2.7664 4.4777
H 2.9799 2.4255 3.5222
H 2.0689 4.0197 3.3090
H 0.0468 2.4895 2.4783
H 1.2656 1.1930 2.3362
H 1.2341 3.8500 0.6773
H 2.7313 2.9186 0.9658
H 2.1779 1.3116 -0.5744
H 0.6177 0.9137 0.3068
H -0.0844 1.3753 -1.9164
H 1.0697 2.7220 -2.1412
H -0.2647 4.2388 -0.7654
H -1.3704 3.5090 -1.9940
H -1.2440 2.0474 0.8126
H -1.8397 3.7571 0.8142
H -3.5781 3.0017 -1.0250
H -3.0333 1.2976 -0.6782
H -4.8481 3.0794 0.9344
H -3.3617 2.5866 1.9161
H -4.5124 0.1895 0.5121
H -5.6850 0.9888 1.5892
H -4.6946 0.4837 3.5404
H -3.0371 0.8665 3.0330
H -4.0416 -1.6756 3.6283
H -4.1934 -1.7533 1.8549
H -1.8692 -2.6077 2.6539
H -1.6598 -1.1482 3.6524
H -0.2926 -0.9058 1.5976
H -1.5553 0.3498 1.6928
H -2.8478 -0.6886 -0.2354
H -1.1186 -0.7875 -0.6539
H -2.7077 -2.9184 -0.9599
H -2.3143 -3.3131 0.7267
H -0.5821 -4.4221 -0.2999
H -0.5368 -3.4369 -1.7728
H 0.9805 -3.0858 0.9171
H 0.6658 -1.5680 -0.0574
H 1.8392 -4.0968 -1.4121
H 2.3508 -0.4861 -0.6182
H 4.0672 1.0797 -0.5377
H 3.5261 0.8379 -2.0550
H 2.4029 -0.6308 2.5693
H 3.2916 -2.5001 2.3550
H 1.0808 -3.7277 -3.4870
H 1.2159 -0.3085 -2.7712
H -0.9779 -2.2184 -3.4515
H 0.2405 -1.6387 -4.6307
H -1.9244 -0.4114 -4.5606
H -1.6053 0.2354 -2.9298
H -0.5241 0.7134 -4.3738
Be -2.4754 4.7725 -1.5036